No. 1
C37H39IrN4SSb2 | ωB97M-V with the def2-TZVPD basis set

XYZ file:
```
84
Properties=species:S:1:pos:R:3:forces:R:3
Ir -1.05385 2.28471 -0.93603 0.1 -0.1 0.2
C -5.63539 -1.50374 1.49621 0.0 0.0 0.0
C -4.95730 -0.77904 0.34941 0.0 0.0 -0.1
N -4.61293 0.58010 0.76112 0.0 0.1 0.1
C -3.64372 1.35779 0.29639 -0.1 -0.1 0.0
S -2.63344 0.69965 -1.03137 0.2 -0.1 -0.2
N -3.52977 2.57109 0.78878 -0.1 0.1 0.1
N -2.50432 3.27061 0.26520 0.1 0.1 0.0
C -2.31023 4.51732 0.51938 -0.1 0.0 0.0
C -3.19065 5.34507 1.39125 0.0 0.0 0.0
C -1.11564 5.09022 -0.13422 0.1 -0.1 0.0
C -0.77134 6.42580 -0.00281 0.0 0.0 0.0
C 0.35102 6.91103 -0.65515 0.0 0.0 0.0
C 1.10855 6.05231 -1.43492 0.0 0.0 0.0
C 0.71882 4.73276 -1.53313 0.0 0.0 0.0
N -0.35774 4.25278 -0.89509 0.1 0.1 -0.1
H -5.93334 -2.49975 1.17488 0.0 0.0 0.0
H -6.53606 -0.97838 1.81848 0.0 0.0 0.0
H -4.96567 -1.60314 2.35069 0.0 0.0 0.0
H -5.61299 -0.74063 -0.52425 0.0 0.0 0.0
H -4.04445 -1.29805 0.05499 0.0 0.0 0.0
H -5.22308 1.02888 1.43199 0.0 0.0 0.0
H -4.04059 4.75874 1.72491 0.0 0.0 0.0
H -3.55520 6.21957 0.85019 0.0 0.0 0.0
H -2.63786 5.69914 2.26403 0.0 0.0 0.0
H -1.38147 7.08096 0.60084 0.0 0.0 0.0
H 0.62571 7.95271 -0.55924 0.0 0.0 0.0
H 1.98578 6.39234 -1.96537 0.0 0.0 0.0
H 1.27191 4.02344 -2.13305 0.0 0.0 0.0
C 0.29559 -1.57334 -2.53777 -0.1 0.0 0.0
C 1.72072 -1.05761 -2.70473 0.0 0.0 0.0
C 2.05637 0.14939 -1.83152 0.1 0.2 0.1
Sb 2.21286 -0.40149 0.23647 0.0 -0.2 -0.1
C 4.31351 -0.50106 0.47059 0.1 0.1 0.0
C 5.09775 0.54283 -0.02105 -0.1 0.0 0.0
C 6.47739 0.48889 0.09933 0.0 -0.1 0.0
C 7.07669 -0.60868 0.70518 0.0 0.0 0.0
C 6.29885 -1.64895 1.19101 0.0 0.0 0.0
C 4.91673 -1.59636 1.07545 -0.1 -0.1 0.1
C 1.64030 1.34279 1.29708 0.1 0.0 0.1
C 2.59786 2.13010 1.92277 0.0 0.1 0.0
C 2.21229 3.21679 2.70559 0.0 -0.1 -0.1
C 0.86772 3.49790 2.90008 0.0 0.0 0.0
C -0.09750 2.69438 2.30534 0.0 0.1 0.1
C 0.28708 1.62765 1.50406 0.0 0.1 -0.2
Sb -0.16809 -2.28351 -0.56866 0.1 0.1 0.0
C -2.10999 -3.08898 -0.82422 -0.1 0.0 0.0
C -2.61674 -3.93198 0.16165 0.0 0.0 0.0
C -3.86463 -4.51409 -0.00689 0.0 0.0 0.0
C -4.60443 -4.24988 -1.15310 0.0 0.0 0.0
C -4.10123 -3.40465 -2.13335 0.0 0.0 0.0
C -2.85491 -2.81636 -1.96775 0.0 0.0 0.0
C 1.01126 -4.01984 -0.38652 0.0 0.0 -0.1
C 1.87901 -4.19339 0.68579 0.0 0.1 0.1
C 2.63482 -5.35308 0.78816 0.0 0.0 0.0
C 2.52483 -6.33769 -0.18322 0.0 0.0 0.0
C 1.65143 -6.17181 -1.25102 0.0 0.0 0.0
C 0.88891 -5.01855 -1.35081 0.0 0.0 0.0
H 0.10757 -2.41898 -3.20299 0.0 0.0 0.0
H -0.43275 -0.79504 -2.77957 0.0 0.0 0.0
H 1.86152 -0.78778 -3.75467 0.0 0.0 0.0
H 2.43303 -1.86695 -2.51154 0.0 0.0 0.0
H 1.30238 0.94235 -1.88921 -0.1 -0.1 -0.1
H 3.01342 0.58384 -2.12364 0.0 0.0 0.0
H 4.64333 1.40389 -0.49967 0.0 0.0 0.0
H 7.08540 1.29857 -0.28118 0.0 0.0 0.0
H 8.15359 -0.65253 0.79569 0.0 0.0 0.0
H 6.76778 -2.50345 1.65962 0.0 0.0 0.0
H 4.31801 -2.41668 1.45401 0.0 0.0 0.0
H 3.65183 1.90386 1.81591 0.0 0.0 0.0
H 2.96889 3.82703 3.18067 0.0 0.0 0.0
H 0.57146 4.31999 3.53797 0.0 0.0 0.0
H -1.14887 2.87628 2.49361 0.0 0.0 0.0
H -0.47515 0.96680 1.10218 -0.1 -0.3 0.1
H -2.03787 -4.15673 1.05049 0.0 0.0 0.0
H -4.25629 -5.18067 0.75004 0.0 0.0 0.0
H -5.57374 -4.71201 -1.28698 0.0 0.0 0.0
H -4.67470 -3.21139 -3.03020 0.0 0.0 0.0
H -2.47111 -2.16118 -2.74027 0.0 0.0 0.0
H 1.95975 -3.43411 1.45706 0.0 0.0 0.0
H 3.30162 -5.49276 1.62859 0.0 0.0 0.0
H 3.11390 -7.24144 -0.10554 0.0 0.0 0.0
H 1.56083 -6.94376 -2.00325 0.0 0.0 0.0
H 0.19695 -4.91087 -2.17922 0.0 0.0 0.0
```
Positions in Å, forces in eV/Å.

Computed properties:
2S+1 ... 5
Gap between HOMO and LUMO (spin up / spin down) ... 6.799 / 6.193 eV
Net charge ... +2
ΔE to the lowest compared entry with this formula, charge and spin ... 0.00 kcal/mol
HOMO energy (spin up / spin down) ... -12.6287 / -13.4112 eV
Electronic energy ... -71694.1647 eV

Atomic partial charges in e from the Mulliken method, atoms 1 to 2:
1. Ir 1.19
2. C -1.46

***

No. 2
C37H39N2O3Zr | ωB97M-V with the def2-TZVPD basis set

XYZ file:
```
82
Properties=species:S:1:pos:R:3:forces:R:3
C 2.06842 0.09984 0.54233 0.6 0.2 -0.6
C 2.22321 -0.72624 -0.59967 0.3 0.9 0.0
C 1.70446 -0.03566 -1.72195 0.3 0.5 0.3
H 2.78223 -1.66573 -0.61447 -0.6 0.3 0.0
C 1.24499 1.25867 -1.28038 0.7 0.0 0.5
C 1.49633 1.33472 0.12618 0.2 0.4 -0.6
H 0.85375 2.05903 -1.91624 0.1 -0.4 0.3
C -1.15319 -2.48416 0.82901 -0.1 -0.5 -0.8
C 0.13807 -2.68041 0.28252 -0.1 0.0 -0.6
C 0.07488 -2.47776 -1.13221 -1.2 -0.7 0.1
H 1.00341 -3.03262 0.83981 -0.2 0.3 -0.1
C -1.29416 -2.13557 -1.45647 0.6 -0.2 0.3
C -2.04380 -2.20706 -0.23958 0.3 0.4 0.0
H 1.76607 -0.37382 -2.75771 -0.2 0.1 0.4
H 1.37192 2.22029 0.75379 -0.2 -0.4 -0.2
H 2.51189 -0.11458 1.51212 -0.6 0.0 0.0
H -3.12714 -2.13312 -0.19710 0.3 0.3 0.2
H 0.86023 -2.76061 -1.83481 -0.3 0.5 0.2
H -1.40213 -2.65219 1.86963 0.0 0.3 -0.2
Zr -0.34626 -0.23980 -0.21885 1.2 -1.8 1.7
C -1.81288 -1.58847 -2.78696 0.2 0.0 0.0
C -3.34248 -1.47882 -2.75621 0.1 -0.1 0.2
C -1.37950 -2.47953 -3.94479 -0.1 -0.3 -0.2
H -3.79293 -2.45154 -2.49440 0.2 0.3 -0.2
H -3.70106 -1.17487 -3.74383 -0.1 0.0 0.1
H -3.66924 -0.74883 -2.01153 0.0 0.0 -0.2
H -1.81349 -3.48457 -3.85924 0.2 0.2 0.0
H -0.28593 -2.55791 -3.99869 -0.2 -0.1 0.0
H -1.73860 -2.03329 -4.87871 0.1 -0.1 0.0
C -1.08992 -0.20406 -3.03933 0.1 0.3 0.4
C -1.93958 1.05290 -3.19051 0.2 0.2 3.3
H -0.35191 -0.28826 -3.83512 -0.3 -0.2 0.2
H -0.40615 0.06898 -2.19609 -0.6 0.0 -1.3
O -2.47232 1.41839 -2.10948 0.5 -0.5 -2.9
N -1.91111 1.71329 -4.40389 -0.6 0.5 -0.6
C -0.71026 2.53255 -4.78375 -0.3 0.1 0.1
H -2.79788 2.16027 -4.66017 0.6 0.1 0.6
C 0.55377 1.71731 -4.96333 -0.1 -0.1 -1.0
C 1.79364 2.29656 -4.69309 -0.3 -0.4 0.1
H 1.80879 3.28790 -4.23114 0.2 -0.3 -0.2
C 2.96129 1.60179 -5.01413 -0.1 0.1 0.1
H 3.91502 2.07599 -4.82545 0.1 -0.1 -0.1
C 2.90550 0.31226 -5.53747 -0.1 0.1 0.2
H 3.82075 -0.22346 -5.78238 -0.2 0.1 0.2
C 1.66701 -0.28668 -5.75956 -0.5 0.2 -0.3
H 1.59532 -1.33110 -6.06977 0.1 0.4 -0.2
C 0.49416 0.46240 -5.60079 0.2 -0.1 0.5
H -0.48886 0.03349 -5.86354 0.7 0.3 0.1
H -0.53128 3.36294 -4.05064 -0.2 -0.7 -0.5
H -0.94958 3.01222 -5.75755 0.0 -0.3 0.6
C 3.74103 0.94479 4.37095 0.2 0.0 0.0
C 2.73205 -0.18140 4.25777 0.0 -0.1 -0.1
C 3.15816 -1.44035 3.81642 -0.1 0.3 -0.1
C 2.22963 -2.46948 3.67775 0.4 -0.1 0.1
C 0.90576 -2.26208 4.00308 -0.5 0.1 -0.1
C 0.44506 -1.00591 4.40832 1.1 0.2 -0.2
N -0.92323 -0.84808 4.64559 -1.0 -0.6 0.3
C -1.77862 0.26055 4.48237 0.3 0.5 -0.2
C -2.55811 0.67187 5.57371 0.0 0.1 0.2
C -3.28975 1.85874 5.52638 0.0 -0.2 -0.4
C -3.35773 2.61494 4.34477 0.2 0.0 0.1
C -2.68647 2.16418 3.21260 -0.1 0.2 0.6
C -1.89075 1.01493 3.27369 -0.1 -0.3 0.7
C -1.24861 0.61289 2.03701 0.8 -0.8 -0.7
O -1.73844 0.95946 0.88376 0.1 0.1 0.5
O -0.20917 -0.14375 1.99341 -1.4 0.9 -0.1
C 1.37659 0.04011 4.56960 -0.2 -0.5 -0.2
C 0.91526 1.38631 5.02223 0.1 0.6 0.1
H 3.51217 1.78581 3.69088 0.0 -0.3 0.3
H 3.78601 1.34625 5.39752 0.0 -0.1 -0.4
H 4.74427 0.57937 4.11040 -0.3 0.1 0.1
H 4.21288 -1.59313 3.56223 -0.4 0.0 0.1
H 2.55673 -3.43812 3.30225 -0.1 0.1 0.2
H 0.16762 -3.05340 3.89313 0.2 0.0 0.0
H -1.36653 -1.67633 5.04324 0.2 0.6 -0.1
H -2.52020 0.09247 6.50789 0.1 0.3 -0.5
H -3.79054 2.21195 6.42771 0.1 -0.1 -0.3
H -3.89228 3.56955 4.33795 0.1 -0.4 -0.1
H -2.69649 2.72206 2.27967 -0.2 -0.1 0.2
H 0.37680 1.90872 4.21372 0.1 0.0 0.3
H 0.24457 1.33316 5.89284 0.2 0.0 -0.3
H 1.77887 2.00286 5.29676 -0.4 -0.1 0.0
```
Positions in Å, forces in eV/Å.

Computed properties:
Gap between HOMO and LUMO ... 7.222 eV
Net charge ... +1
ΔE to the lowest compared entry with this formula, charge and spin ... 29.60 kcal/mol
HOMO energy ... -10.0784 eV
Electronic energy ... -49401.6690 eV

Atomic partial charges in e from the Mulliken method, atoms 1 to 2:
1. C 0.00
2. C -1.27

***

No. 3
C37H39N9O5PtS2 | ωB97M-V with the def2-TZVPD basis set

XYZ file:
```
93
Properties=species:S:1:pos:R:3:forces:R:3
Pt 15.36370 9.97033 14.90657 -1.4 -0.7 0.8
C 13.80239 14.83506 21.87422 1.2 1.0 -0.1
C 14.81031 13.88080 21.33446 0.2 -0.9 -0.9
C 15.21318 13.98956 19.98348 -0.9 1.9 0.6
C 16.05076 13.07784 19.43386 1.0 -1.1 0.5
C 16.49491 12.01723 20.26705 -0.7 -0.2 -2.1
C 16.14504 11.85906 21.57852 -0.1 0.1 -0.3
C 15.31596 12.82177 22.09136 -1.0 1.3 0.5
S 17.31563 10.63090 19.58304 3.5 1.7 0.8
O 16.95893 9.48308 20.34452 -0.3 -0.5 -0.6
O 18.73322 11.00918 19.50877 -1.0 -0.6 0.0
N 16.82245 10.45495 18.02091 -1.6 -0.3 -0.9
C 17.58030 10.32249 16.98321 1.4 1.1 1.0
C 19.02301 10.74160 16.85997 -1.4 -1.3 0.5
C 19.81823 9.90342 16.13299 -0.3 -0.1 -0.8
C 19.24122 8.86981 15.37449 1.7 0.0 0.3
C 17.87107 8.79822 15.27169 -1.3 0.3 -0.2
N 17.01637 9.61868 15.91650 3.0 -1.4 0.4
H 14.30463 15.82129 21.97103 -0.4 -0.4 0.4
H 13.38943 14.49872 22.79413 -0.1 -0.1 0.9
H 12.98425 15.00359 21.21144 -0.6 -0.1 -0.7
H 14.85554 14.89567 19.42639 0.4 -1.1 0.3
H 16.40810 13.19010 18.41782 -0.1 -0.2 0.0
H 16.46087 10.98579 22.12148 0.0 0.0 0.2
H 14.95288 12.77637 23.09836 0.1 -0.3 0.5
H 19.45186 11.52786 17.45589 -0.3 0.2 0.1
H 20.87389 10.07780 16.09122 0.4 0.0 0.0
H 19.90329 8.18725 14.81484 -0.7 0.3 0.3
H 17.41942 8.09670 14.56915 0.1 0.3 0.2
C 15.58285 6.52708 9.70951 0.5 -1.1 0.1
C 16.02399 7.89963 10.06719 1.2 -0.5 -1.5
N 15.67494 9.03874 9.20804 -1.9 1.2 2.3
N 16.10681 11.20532 10.59759 -1.9 0.5 -0.5
C 16.02246 10.62882 11.96277 0.9 -2.2 -0.8
S 16.22473 11.40776 13.52913 0.3 1.9 -1.0
N 16.28001 8.25630 11.40590 -3.0 -1.3 1.2
N 15.81342 7.29108 12.36966 -0.9 1.6 0.4
H 15.79940 6.27129 8.65756 -0.3 0.5 0.4
H 14.56077 6.33656 9.93772 -1.0 0.0 0.0
H 16.13566 5.79198 10.30493 0.1 0.2 -0.1
H 15.83812 12.18170 10.43024 -0.2 -0.3 0.3
H 16.58426 6.90607 12.88186 0.7 -0.2 0.1
H 15.22625 7.80876 13.05287 0.4 -0.6 -0.4
C 7.86402 9.26954 14.16664 0.1 -0.2 -1.5
O 9.13361 9.79720 13.67605 -1.0 0.0 1.6
C 9.56556 10.94905 14.30140 0.0 0.5 -0.6
C 8.80416 11.85522 15.06653 -0.3 -0.7 0.2
C 9.38697 13.05675 15.50754 -0.4 -1.2 -0.1
C 10.65473 13.36710 15.05430 -0.2 1.4 0.8
C 11.36880 12.52640 14.24867 1.7 -0.7 -0.8
C 10.88793 11.25409 13.92022 -1.6 1.5 1.6
N 11.51957 10.31473 13.15838 2.5 -1.9 -1.9
C 12.92423 10.08605 13.26192 -2.7 -1.3 2.8
N 13.51598 10.08553 12.02200 -0.3 -0.1 -2.9
C 14.72690 9.94463 11.53063 0.6 0.9 0.4
C 16.94344 9.43570 11.71556 0.9 -0.7 1.6
C 18.18935 9.53335 11.07426 2.6 0.5 -0.9
C 18.23545 9.05202 9.79413 0.6 1.3 1.3
C 17.04981 8.50676 9.18969 0.0 -0.1 -1.1
C 15.06972 10.14349 10.05558 1.1 0.4 -2.2
O 13.95333 10.58349 9.38854 0.1 0.0 0.9
C 14.06696 11.19030 8.09647 1.3 0.3 -0.1
N 13.46369 9.65704 14.38193 -0.8 1.1 -2.2
C 12.64246 9.11099 15.42486 -1.7 -0.4 0.3
C 12.45350 9.82655 16.62790 0.1 -1.1 -0.7
C 11.71753 9.24897 17.67217 0.6 0.8 0.2
C 11.13204 8.03222 17.46140 -1.1 -1.3 1.1
C 11.20351 7.37706 16.23964 -0.8 -2.1 0.0
C 11.90426 7.86511 15.17371 1.0 1.9 0.0
O 11.87383 7.41241 13.89606 0.5 0.7 -0.9
C 11.61480 6.06746 13.43214 0.1 0.0 1.2
H 7.51935 8.64276 13.31622 0.1 0.2 0.8
H 7.16512 10.09985 14.26948 -0.1 -0.3 0.1
H 7.94647 8.67475 15.09019 0.2 0.4 -0.3
H 7.76801 11.57567 15.36470 1.1 0.4 -0.2
H 8.86853 13.66612 16.24520 0.0 0.1 -0.4
H 11.09110 14.33341 15.33373 -0.1 -0.4 -0.1
H 12.36230 12.90007 13.90161 -0.8 -0.6 0.2
H 10.97217 9.46992 12.86664 0.4 1.1 0.4
H 12.79497 10.18975 11.24595 0.7 -0.2 1.1
H 19.09963 10.01405 11.57074 -1.4 -0.4 -0.9
H 19.09350 9.16529 9.15108 0.3 -0.2 0.2
H 17.14160 8.01500 8.22774 0.4 0.2 0.0
H 13.09824 11.54973 7.86707 -0.9 0.2 -0.3
H 14.44813 10.54784 7.30488 -0.2 -0.5 0.3
H 14.73790 12.04928 8.13950 0.0 0.1 0.2
H 12.87467 10.81635 16.70015 0.2 0.1 0.2
H 11.66772 9.71165 18.66687 -0.1 0.0 -0.7
H 10.53111 7.52427 18.27644 0.9 0.8 -1.0
H 10.71918 6.36871 16.14543 0.3 1.2 0.1
H 11.21126 6.09215 12.42026 -0.2 0.4 0.2
H 10.91428 5.59936 14.13380 0.2 -0.2 -0.5
H 12.56594 5.53573 13.37184 -0.1 -0.1 0.3
```
Positions in Å, forces in eV/Å.

Computed properties:
2S+1 ... 5
Gap between HOMO and LUMO (spin up / spin down) ... 5.414 / 4.453 eV
Net charge ... +2
ΔE to the lowest compared entry with this formula, charge and spin ... 94.82 kcal/mol
HOMO energy (spin up / spin down) ... -12.6348 / -12.7289 eV
Electronic energy ... -87539.9415 eV

Atomic partial charges in e from the Mulliken method, atoms 1 to 2:
1. Pt 0.60
2. C -1.44

***

> Which value of ΔE to the lowest compared entry with this formula, charge and spin does entry 2 give?

29.60 kcal/mol

***

> The lowest electronic energy belongs to which entry?

C37H39N9O5PtS2

***

> The highest electronic energy belongs to which entry?

C37H39N2O3Zr

***

> Which value of electronic energy does entry 1 give?

-71694.1647 eV